1.
Formula: C13H64NO21
Source: the Open Molecules 2025 dataset
Level of theory: wB97M-V/def2-TZVPD

XYZ file:
```
99
C13H64NO21 | the Open Molecules 2025 dataset | wB97M-V/def2-TZVPD
C 4.484 -0.653 -0.179
C 4.524 1.013 -0.233
C 4.121 1.601 -1.741
C 2.800 2.622 -1.681
C 1.792 2.247 -2.918
C 0.210 2.587 -2.654
C -0.349 2.073 -1.183
C -0.824 3.142 -0.025
N -1.284 2.586 1.322
C -1.312 1.079 1.656
C -0.879 -0.073 0.543
C -0.360 0.415 -0.971
C 0.090 -0.672 -2.113
C -1.035 -1.894 -2.207
H 5.184 -1.027 -1.041
H 4.853 -1.032 0.890
H 3.365 -1.042 -0.315
H 5.593 1.419 0.109
H 3.776 1.370 0.607
H 3.921 0.650 -2.407
H 5.019 2.261 -2.107
H 2.350 2.483 -0.609
H 3.116 3.763 -1.762
H 1.902 1.135 -3.271
H 2.128 2.926 -3.840
H -0.072 3.724 -2.883
H -0.410 1.962 -3.460
H -0.787 4.294 -0.290
H -1.578 3.217 2.102
H -1.645 0.729 2.721
H -0.908 -1.230 0.725
H 0.210 -0.241 -3.194
H 1.130 -1.144 -1.770
H -2.055 -1.499 -1.763
H -0.660 -2.761 -1.487
H -1.143 -2.284 -3.312
O -2.855 0.878 -2.856
H -3.576 0.419 -2.400
H -2.133 0.879 -2.209
O 3.133 5.778 -3.131
H 2.361 6.304 -2.872
H 3.877 6.229 -2.703
O 0.722 -0.396 3.605
H 0.378 -1.287 3.772
H 0.170 -0.064 2.881
O -4.406 -0.027 1.759
H -3.515 0.298 1.557
H -4.309 -0.457 2.621
O -6.486 -2.079 0.549
H -6.099 -2.886 0.179
H -5.732 -1.478 0.641
O -0.811 -2.945 1.815
H -0.043 -3.522 1.942
H -1.205 -2.883 2.698
O 3.213 6.169 -0.399
H 2.492 5.711 0.057
H 3.936 6.170 0.247
O -1.007 6.268 -0.535
H -0.889 6.772 -1.355
H -1.964 6.289 -0.384
O -0.688 -5.011 3.403
H -1.032 -5.901 3.570
H -1.240 -4.679 2.679
O -1.111 -7.668 4.923
H -0.343 -8.245 5.051
H -1.505 -7.606 5.806
O -4.588 -1.395 -2.341
H -4.932 -2.285 -2.174
H -5.140 -1.063 -3.064
O -4.916 2.281 3.471
H -4.038 2.691 3.459
H -4.806 1.476 2.943
O 5.884 -2.952 -1.992
H 6.775 -2.628 -2.193
H 5.981 -3.383 -1.129
O 1.866 -2.853 2.390
H 2.118 -2.280 1.650
H 2.057 -2.318 3.175
O -5.516 1.867 -1.693
H -4.625 2.191 -1.894
H -5.419 1.436 -0.830
O 3.213 1.340 2.505
H 2.492 0.881 2.961
H 3.936 1.341 3.151
O -7.316 3.633 5.742
H -6.438 4.043 5.729
H -7.206 2.828 5.214
O -0.982 -0.995 -5.599
H -1.165 -1.943 -5.513
H -1.500 -0.591 -4.888
O 4.184 -2.844 -4.951
H 3.462 -3.302 -4.495
H 4.906 -2.843 -4.305
O -2.117 -6.362 1.312
H -2.461 -7.252 1.479
H -2.669 -6.030 0.588
O 5.006 -2.403 2.719
H 4.398 -3.148 2.843
H 4.949 -1.914 3.554
```

2S+1 = 1
Net charge = +1
Lowest unoccupied orbital energy = -5.175 eV

2.
Formula: C2H8OS2
Source: the Open Molecules 2025 dataset
Level of theory: wB97M-V/def2-TZVPD

XYZ file:
```
13
C2H8OS2 | the Open Molecules 2025 dataset | wB97M-V/def2-TZVPD
C 1.043 -0.604 -1.952
C 0.619 0.291 -0.785
S -1.092 -0.078 -0.248
S -0.765 -1.684 0.993
H 0.253 -0.806 -2.681
H 1.631 -1.457 -1.632
H 1.770 -0.064 -2.556
H 0.656 1.353 -1.030
H 1.327 0.142 0.037
H -0.882 -1.069 2.184
H 2.198 3.077 1.508
H 1.123 3.744 0.608
O 1.273 3.036 1.250
```

2S+1 = 1
Net charge = 0
Lowest unoccupied orbital energy = 0.625 eV
Energy relative to the best compared isomer or geometry (same formula, charge and spin) = 8.9 kcal per mole

3.
Formula: C5H13ClI2O2PSc
Source: the Open Molecules 2025 dataset
Level of theory: wB97M-V/def2-TZVPD

XYZ file:
```
25
C5H13ClI2O2PSc | the Open Molecules 2025 dataset | wB97M-V/def2-TZVPD
I -1.591 -5.942 0.379
I -2.021 -5.369 2.965
Sc 1.164 -0.049 0.663
P -0.791 1.053 0.086
C -2.339 0.074 0.034
C -1.207 2.448 1.198
H 0.144 2.496 -1.597
H -1.640 2.419 -1.764
H -0.614 1.067 -2.330
C -0.730 1.841 -1.567
H -0.343 3.116 1.241
H -2.086 2.994 0.837
H -3.191 0.700 -0.249
H -2.522 -0.367 1.018
H -1.401 2.062 2.202
H -2.229 -0.739 -0.690
C 0.334 -1.656 0.869
O -0.200 -2.689 1.001
Cl 2.252 2.057 0.396
C 3.389 -1.138 -0.604
O 2.142 -0.679 -1.043
H 3.238 -1.989 0.093
H 3.944 -0.333 -0.077
H 3.981 -1.507 -1.468
H 2.317 0.129 -1.590
```

2S+1 = 1
Net charge = +2
Lowest unoccupied orbital energy (spin up / spin down) = -10.791 / -10.815 eV
Energy relative to the best compared isomer or geometry (same formula, charge and spin) = 58.9 kcal per mole

4.
Formula: C4H6N2S
Source: the Open Molecules 2025 dataset
Level of theory: wB97M-V/def2-TZVPD

XYZ file:
```
13
C4H6N2S | the Open Molecules 2025 dataset | wB97M-V/def2-TZVPD
C 1.266 1.127 0.033
C 1.367 -0.385 0.045
C -1.043 -0.115 -0.108
C -2.445 -0.653 0.086
H 0.234 1.623 -0.472
H 2.211 1.665 -0.417
H 1.214 1.292 1.187
H -0.039 -1.952 -0.169
H -1.067 0.524 0.813
H -1.184 0.497 -0.944
N 0.142 -0.932 -0.164
N -3.393 -1.313 0.079
S 2.737 -1.379 0.032
```

2S+1 = 1
Net charge = 0
Lowest unoccupied orbital energy = 0.252 eV
Energy relative to the best compared isomer or geometry (same formula, charge and spin) = 55.8 kcal per mole

5.
Formula: C12H27As3BF2RuS3
Source: the Open Molecules 2025 dataset
Level of theory: wB97M-V/def2-TZVPD

XYZ file:
```
49
C12H27As3BF2RuS3 | the Open Molecules 2025 dataset | wB97M-V/def2-TZVPD
Ru -1.587 1.935 -1.017
C 2.019 2.614 -1.601
As 0.715 2.104 -0.274
C 0.854 3.545 1.016
C 1.504 0.680 0.792
C 1.384 -0.759 0.284
C 1.990 -0.861 -1.119
C -0.069 -1.240 0.279
As -1.386 -0.496 -0.963
C -0.955 -1.271 -2.685
C -2.842 -1.672 -0.434
C 2.211 -1.678 1.207
As 1.831 -2.136 3.112
C 0.367 -3.423 2.872
C 0.745 -0.661 3.830
H 2.058 1.895 -2.414
H 2.994 2.692 -1.121
H 1.718 3.581 -2.000
H 1.842 3.522 1.476
H 0.097 3.423 1.789
H 0.713 4.501 0.517
H 1.049 0.780 1.777
H 2.560 0.946 0.898
H 1.480 -0.214 -1.835
H 1.930 -1.884 -1.496
H 3.043 -0.572 -1.103
H -0.512 -1.110 1.268
H -0.088 -2.312 0.065
H -0.661 -2.310 -2.538
H -0.153 -0.731 -3.180
H -1.848 -1.225 -3.304
H -2.442 -2.684 -0.379
H -3.651 -1.652 -1.159
H -3.228 -1.378 0.540
H 3.238 -1.302 1.218
H 2.270 -2.667 0.740
H 0.709 -4.240 2.237
H -0.540 -2.992 2.451
H 0.131 -3.839 3.851
H 1.351 0.236 3.956
H 0.429 -0.982 4.823
H -0.150 -0.427 3.253
S -1.417 4.389 -1.477
C -2.135 3.229 -2.470
S -1.206 2.048 -3.312
S -3.746 2.803 -1.807
F -4.851 0.485 -1.228
B -4.037 1.005 -2.135
F -3.728 0.304 -3.201
```

2S+1 = 1
Net charge = +1
Lowest unoccupied orbital energy = -4.725 eV
Energy relative to the best compared isomer or geometry (same formula, charge and spin) = 32.1 kcal per mole

6.
Formula: C2Cl4OS
Source: the Open Molecules 2025 dataset
Level of theory: wB97M-V/def2-TZVPD

XYZ file:
```
8
C2Cl4OS | the Open Molecules 2025 dataset | wB97M-V/def2-TZVPD
C 0.987 -0.753 0.202
C 1.435 0.408 -0.180
O -2.715 0.682 -1.121
S -2.247 -0.551 -0.558
Cl 1.735 -1.978 1.068
Cl 2.945 1.075 0.010
Cl 0.211 1.627 -0.881
Cl -2.350 -0.511 1.461
```

2S+1 = 3
Net charge = 0
Lowest unoccupied orbital energy (spin up / spin down) = 0.247 / -2.290 eV
Energy relative to the best compared isomer or geometry (same formula, charge and spin) = 21.4 kcal per mole

Q: net charge of number 5 (C12H27As3BF2RuS3)?
A: +1